1.
DFT (ωB97M-V/def2-TZVPD) results for C56H117HgNO26S12 as an isolated structure at a distorted geometry.

Atoms and positions in Å:
Hg -18.1680 9.7465 20.6326
C -15.6020 7.2258 20.7621
O -16.2194 8.4509 20.5040
H -14.5172 7.1939 20.8640
H -15.9120 6.9707 21.7755
H -16.0084 6.4609 20.1004
C -21.1317 11.1251 21.8716
O -20.0235 11.1685 20.9810
H -20.9866 11.6606 22.8099
H -22.0708 11.5048 21.4691
H -21.3818 10.1406 22.2667
C -12.4002 1.1613 17.7464
C -13.5711 0.5546 17.0334
N -14.0095 1.2820 15.8003
C -13.1742 1.0065 14.6724
C -14.0579 1.2724 13.4216
C -14.2128 2.6829 16.0478
C -15.3871 2.9092 17.0986
H -11.9567 0.4473 18.4403
H -12.5662 2.1386 18.1997
H -11.5586 1.2091 17.0554
H -13.3826 -0.4933 16.8001
H -14.3108 0.4206 17.8227
H -12.9909 -0.0675 14.7051
H -12.1792 1.4435 14.7569
H -14.0627 2.3183 13.1148
H -15.1214 1.1160 13.6023
H -13.6881 0.6458 12.6099
H -13.2750 3.1423 16.3602
H -14.5190 3.2256 15.1534
H -15.2362 2.6544 18.1476
H -15.6770 3.9478 16.9395
H -16.3201 2.5326 16.6793
C -16.9296 15.5393 19.6239
C -18.3095 15.1205 19.1541
C -18.7395 13.9920 20.1436
S -17.1294 13.2053 20.8983
O -16.9926 11.7885 20.4803
O -16.9999 13.6013 22.2998
C -16.0171 14.3219 19.8338
H -17.1948 16.0687 20.5391
H -16.4742 16.2845 18.9717
H -18.2741 14.6698 18.1623
H -18.9219 16.0222 19.1477
H -19.3456 13.2065 19.6923
H -19.4656 14.3216 20.8868
H -15.9084 13.7625 18.9047
H -15.0691 14.3336 20.3717
C -8.8410 1.3017 22.4993
C -9.4447 1.8731 23.7480
C -9.7601 3.3550 23.3868
S -10.0680 3.4637 21.5973
O -8.9278 4.2298 21.0066
O -11.4738 3.8032 21.3471
C -9.6994 1.6433 21.3234
H -8.6390 0.2371 22.6171
H -7.8816 1.7664 22.2715
H -8.7205 1.7973 24.5591
H -10.3414 1.2709 23.8948
H -8.9948 4.0460 23.7402
H -10.7127 3.6278 23.8409
H -9.2342 1.4292 20.3612
H -10.6770 1.1613 21.3387
C -20.8442 5.0550 18.0485
C -19.3710 4.5887 18.4047
C -18.4285 5.8408 18.4720
S -19.5321 7.2808 18.1727
O -19.6146 7.6953 16.8028
O -19.2813 8.2419 19.2093
C -21.0416 6.3971 18.6068
H -21.5339 4.2809 18.3849
H -20.9677 4.9484 16.9708
H -19.0150 3.8544 17.6821
H -19.4818 3.9276 19.2643
H -17.5664 5.9454 17.8132
H -18.2108 6.1000 19.5081
H -21.9562 6.9717 18.4601
H -20.8698 6.3714 19.6828
C -16.6406 3.4895 12.2871
C -17.6152 3.1629 13.4920
C -18.0055 4.4604 14.2074
S -16.4974 5.6460 14.0955
O -15.7268 5.6795 15.3608
O -16.8567 6.9371 13.4644
C -15.7013 4.6532 12.7321
H -17.3336 3.7799 11.4975
H -16.0273 2.6901 11.8712
H -17.1657 2.3967 14.1237
H -18.5320 2.7177 13.1054
H -18.3581 4.5450 15.2353
H -18.8191 4.9324 13.6566
H -14.7571 4.2244 13.0678
H -15.4258 5.4127 12.0003
C -15.9971 9.0893 15.7047
C -14.6489 9.7135 16.2352
C -15.0607 10.3213 17.5966
S -16.8337 10.9194 17.4367
O -16.8214 12.3838 17.2707
O -17.8248 10.3287 18.3523
C -17.0854 10.1607 15.7610
H -16.2305 8.1654 16.2339
H -15.8274 8.7752 14.6748
H -14.3252 10.4962 15.5492
H -13.8963 8.9365 16.3691
H -14.4110 11.1252 17.9427
H -15.0460 9.4614 18.2664
H -16.8098 10.9428 15.0536
H -18.1218 9.8294 15.6962
C -14.2955 12.0049 23.9805
C -15.1671 12.2117 25.2055
C -16.5391 11.6946 24.8866
S -16.3495 10.2601 23.7986
O -17.3657 10.1610 22.7608
O -16.1036 9.1073 24.6561
C -14.7183 10.7969 23.1247
H -13.2806 11.8939 24.3625
H -14.3573 12.9680 23.4740
H -15.1332 13.2546 25.5206
H -14.8489 11.5617 26.0205
H -17.0731 12.3005 24.1547
H -17.2531 11.3439 25.6319
H -14.8294 11.1292 22.0925
H -14.0104 9.9698 23.0710
C -12.6803 5.1841 18.2973
C -13.1571 6.2587 17.3083
C -11.9242 6.9059 16.6871
S -10.3438 6.1229 17.3603
O -9.9921 6.8958 18.5654
O -9.4363 5.8026 16.2577
C -11.2542 4.6533 17.9182
H -13.3855 4.3830 18.5188
H -12.4824 5.7070 19.2330
H -13.7932 6.9883 17.8093
H -13.7501 5.7203 16.5690
H -11.7989 7.9856 16.7689
H -11.8476 6.6037 15.6427
H -10.6615 4.1217 18.6627
H -11.2350 4.0314 17.0233
C -15.9362 3.4755 21.2081
C -16.4483 2.0437 21.4103
C -15.6294 1.2891 22.4501
S -13.8945 1.9047 22.2706
O -13.1785 0.9871 21.3978
O -13.3678 2.2989 23.5397
C -14.4197 3.4018 21.2758
H -16.3670 3.9860 22.0695
H -16.3195 3.9621 20.3112
H -16.2594 1.6423 20.4147
H -17.5114 2.0681 21.6497
H -15.6332 0.2021 22.5307
H -15.9404 1.6900 23.4148
H -13.9291 3.2845 20.3095
H -13.9366 4.3050 21.6486
C -20.3466 0.7105 22.2192
C -21.4894 1.6331 22.1792
C -21.0478 3.0299 22.6272
S -19.8359 2.6389 24.0728
O -20.4723 2.6282 25.3805
O -18.5877 3.2857 23.7420
C -19.6945 0.8986 23.6414
H -19.6188 0.9351 21.4395
H -20.6522 -0.3019 21.9549
H -22.1641 1.2476 22.9436
H -21.9504 1.6832 21.1928
H -21.7502 3.7771 22.9965
H -20.4323 3.4811 21.8489
H -20.3060 0.4187 24.4055
H -18.7445 0.3918 23.8107
C -19.2657 7.7480 25.6652
C -18.4205 6.4574 25.4368
C -18.0248 6.4254 23.9713
S -19.3884 7.1244 22.9957
O -20.3067 6.0783 22.6119
O -18.9963 8.1375 22.0156
C -20.1700 8.0156 24.4242
H -18.6324 8.6029 25.9020
H -19.9129 7.5597 26.5217
H -19.0762 5.5979 25.5760
H -17.6446 6.2052 26.1597
H -17.7272 5.4581 23.5664
H -17.1341 7.0532 23.9460
H -21.1455 7.5308 24.4639
H -20.1668 9.0688 24.1432
C -11.2224 8.9899 21.4299
C -9.9583 9.8601 21.0465
C -10.5261 11.2667 20.8684
S -12.1605 11.0875 19.9747
O -11.9303 11.0854 18.5171
O -13.1049 12.0312 20.5022
C -12.4325 9.2916 20.4505
H -11.4954 9.1198 22.4771
H -10.9576 7.9451 21.2674
H -9.4984 9.6325 20.0849
H -9.1071 9.8104 21.7255
H -9.9825 12.0917 20.4081
H -10.9163 11.6800 21.7985
H -12.3867 8.5970 19.6118
H -13.4293 9.2472 20.8894
C -13.1283 4.8589 26.1773
C -14.2858 5.3977 25.2790
C -13.5931 6.1716 24.1212
S -12.1419 6.9954 24.8790
O -12.4582 8.3901 25.2117
O -11.0320 6.6481 23.9895
C -12.1233 5.9681 26.3930
H -12.7209 4.0609 25.5566
H -13.4858 4.3588 27.0774
H -14.9904 6.0678 25.7716
H -14.8526 4.5254 24.9537
H -14.3069 6.8268 23.6220
H -13.2236 5.3567 23.4987
H -12.4892 6.4647 27.2916
H -11.1083 5.6956 26.6824

Computed properties:
Calculated total energy ... -9146.18721 hartree
Charge ... 0
Orbital gap ... 6.84 eV

2.
DFT (ωB97M-V/def2-TZVPD) results for C40H39AsClFN2PdSi as an isolated structure.

Atoms and positions in Å:
Pd -0.4633 -0.0902 -0.0365
C -2.5695 2.4185 1.6791
Si -2.6024 0.6060 2.2175
C -1.1176 0.3192 3.3445
C -4.1479 0.4949 3.3298
N -2.6188 -0.4132 0.8747
C -3.4832 -1.3633 0.4872
C -4.2387 -2.1949 1.3608
C -5.0918 -3.1941 0.9183
C -5.2515 -3.4520 -0.4364
C -4.5283 -2.6688 -1.3365
C -3.6984 -1.6737 -0.8831
F -3.0452 -0.9357 -1.8173
H -2.5156 3.1023 2.5336
H -3.4702 2.6571 1.1049
H -1.7069 2.5983 1.0346
H -1.2199 -0.6349 3.8705
H -1.0041 1.1143 4.0901
H -0.2037 0.2567 2.7475
H -4.1836 1.3650 3.9945
H -4.1530 -0.4017 3.9548
H -5.0627 0.4863 2.7306
H -4.0961 -2.0464 2.4240
H -5.6224 -3.7968 1.6490
H -5.8994 -4.2449 -0.7887
H -4.6009 -2.8229 -2.4073
C 1.3344 5.5816 1.0062
C 1.5227 4.3215 1.5600
C 1.2040 3.1867 0.8267
C 0.7111 3.2922 -0.4737
C 0.5172 4.5581 -1.0149
C 0.8260 5.6976 -0.2793
As 0.2854 1.5664 -1.3414
C 1.9845 1.3863 -2.3612
C 2.2800 0.0958 -2.7934
C 3.4535 -0.1713 -3.4862
C 4.3610 0.8505 -3.7359
C 4.0870 2.1366 -3.2896
C 2.9041 2.4010 -2.6080
C -0.8142 2.2783 -2.8337
C -0.3487 2.9068 -3.9844
C -1.2385 3.3562 -4.9534
C -2.6050 3.1774 -4.7779
C -3.0757 2.5400 -3.6375
C -2.1843 2.0858 -2.6733
H 1.5700 6.4698 1.5813
H 1.9016 4.2213 2.5704
H 1.3050 2.1981 1.2648
H 0.1085 4.6625 -2.0137
H 0.6616 6.6786 -0.7116
H 1.5864 -0.7054 -2.5530
H 3.6684 -1.1823 -3.8122
H 5.2851 0.6414 -4.2628
H 4.7985 2.9359 -3.4667
H 2.7086 3.4077 -2.2533
H 0.7170 3.0409 -4.1343
H -0.8652 3.8410 -5.8491
H -3.2997 3.5227 -5.5355
H -4.1389 2.3781 -3.5031
H -2.5325 1.5493 -1.7942
N 0.9403 -1.6621 0.9439
C 0.6112 -2.9541 0.7313
C -0.7308 -3.3527 0.9980
C -1.1852 -4.6246 0.7457
C -0.3276 -5.6167 0.2463
C 0.9958 -5.2719 0.0229
C 1.4719 -3.9868 0.2611
H -1.3970 -2.5894 1.3793
H -2.2302 -4.8526 0.9330
H -0.6889 -6.6183 0.0442
H 1.6896 -6.0223 -0.3486
H 2.5196 -3.7824 0.0775
Cl 6.3355 -3.2040 4.8207
C 5.1662 -2.6721 3.6209
C 5.6194 -2.1333 2.4296
C 4.6850 -1.7215 1.4893
C 3.3171 -1.8343 1.7204
C 2.3125 -1.3339 0.6902
C 2.8972 -2.3847 2.9270
C 3.8136 -2.8033 3.8813
H 6.6817 -2.0412 2.2446
H 5.0259 -1.3020 0.5472
H 2.4081 -0.2428 0.6694
H 2.6728 -1.6694 -0.3025
H 1.8313 -2.4799 3.0956
H 3.4814 -3.2360 4.8160

Computed properties:
Relative energy (zero: lowest compared OMol25 entry of this formula, charge and spin) ... 1.6 kcal/mol
Calculated total energy ... -4870.42827 hartree
Charge ... -2
Orbital gap ... 4.50 eV

3.
DFT (ωB97M-V/def2-TZVPD) results for a single C6H10F4O2 molecule at a distorted geometry.

Atoms and positions in Å:
C -0.0935 -0.6146 -1.5849
C -0.0085 -0.8723 -0.1303
C -1.2634 -0.6009 0.7444
O 0.3661 -2.1862 0.1053
C 1.3876 0.0420 0.6644
F 1.6124 -0.6112 1.8455
C 1.2351 1.5799 0.7908
O 0.5549 2.1075 -0.3548
C 2.6257 -0.2536 -0.1610
F 2.9675 -1.5421 -0.3813
F 3.7703 0.1409 0.4494
F 2.6604 0.4112 -1.3099
H -0.7565 -1.2060 -2.0320
H 0.8826 -0.9088 -2.0543
H -0.2515 0.3664 -1.8647
H -2.0610 -0.7243 0.0440
H -1.4251 0.4072 1.0746
H -1.3843 -1.1502 1.5904
H 0.7102 -2.3065 1.0274
H 0.9488 1.9822 1.8450
H 2.2228 2.0443 0.9068
H 0.5148 3.0293 -0.1625

Computed properties:
Relative energy (zero: lowest compared OMol25 entry of this formula, charge and spin) ... 0.0 kcal/mol
SMILES ... CC(C)(O)[C@](F)(CO)C(F)(F)F
Calculated total energy ... -784.50001 hartree
Charge ... 0
Orbital gap ... 10.34 eV

4.
DFT (ωB97M-V/def2-TZVPD) results for C24H29BBr2CaCl4N3NaO14 as an isolated structure at a distorted geometry.

Atoms and positions in Å:
O -8.5757 4.2154 -2.9531
C -7.3445 4.4076 -3.2191
O -7.0637 5.6131 -3.9570
C -6.1885 3.4294 -2.7328
C -5.4655 2.3446 -3.5961
C -4.3632 1.4500 -2.9197
N -4.0001 1.5850 -1.4916
C -4.6516 2.5992 -0.6845
O -4.2888 2.7045 0.7114
B -5.4227 2.0326 1.3910
O -5.4520 0.5701 1.4841
O -6.5486 2.7309 1.9552
C -5.7419 3.5597 -1.2193
H -7.9497 6.0001 -4.2022
H -5.7496 2.1994 -4.7013
H -3.7780 0.6457 -3.5026
H -3.2915 0.9829 -1.0262
H -5.8706 0.3092 0.6162
H -7.3112 2.4792 1.3679
H -6.1986 4.3378 -0.5133
N -4.2656 -1.5536 -0.7715
C -3.1527 -1.7401 0.0037
C -2.7954 -3.0632 -0.0807
C -3.7243 -3.6978 -0.9418
C -4.6176 -2.7411 -1.3558
H -4.7494 -0.6797 -0.8930
H -2.7128 -0.9172 0.5484
H -1.9572 -3.5231 0.4221
H -3.7374 -4.7393 -1.2277
H -5.4725 -2.8026 -2.0123
C -7.4053 -2.7459 1.0416
O -7.3378 -1.6093 0.5670
O -6.4203 -3.4663 1.3260
O -8.4671 -3.3533 1.3100
Br -1.1057 1.7049 -4.6046
C -1.5827 3.5904 -4.6920
C -0.7702 4.4031 -3.7120
Br -1.4345 4.1808 -1.8976
H -2.6623 3.6554 -4.5209
H -1.3641 3.8920 -5.7203
H -0.8659 5.4712 -3.9193
H 0.2868 4.1372 -3.7013
C 1.7816 0.2407 -2.6925
C 2.5371 0.8729 -1.7088
C 3.5905 0.1987 -1.0980
C 3.8950 -1.1054 -1.4779
C 3.1420 -1.7364 -2.4642
C 2.0826 -1.0655 -3.0686
H 0.9577 0.7662 -3.1661
H 2.3039 1.8925 -1.4172
H 4.1751 0.6890 -0.3267
H 4.7194 -1.6292 -1.0052
H 3.3807 -2.7526 -2.7614
H 1.4925 -1.5598 -3.8334
Ca -2.3791 6.1429 -4.5690
C 5.7006 2.3822 2.1925
C 5.8584 0.8959 2.0586
N 5.9867 -0.2779 1.9527
H 6.4239 2.7681 2.9131
H 5.8687 2.8618 1.2266
H 4.6925 2.6187 2.5377
C 3.9772 -3.1262 3.4726
Cl 2.8041 -2.0380 4.2292
Cl 4.8099 -4.0895 4.6917
Cl 3.1749 -4.1792 2.2899
H 4.7172 -2.5220 2.9458
C 7.6124 -1.6343 4.6732
C 8.9742 -1.2202 5.2208
O 9.6209 -2.1473 5.7541
O 9.2652 -0.0116 5.0647
H 7.4246 -2.6971 4.8427
H 6.8244 -1.0598 5.1673
H 7.5705 -1.4430 3.5989
O 8.4117 -5.0219 5.5450
Cl 9.5338 -5.8498 5.1423
O 9.1025 -7.2311 5.0523
O 10.5925 -5.7382 6.1206
O 10.0179 -5.4108 3.8507
Na 0.9264 -5.3818 3.0709

Computed properties:
Relative energy (zero: lowest compared OMol25 entry of this formula, charge and spin) ... 80.7 kcal/mol
Calculated total energy ... -10002.25439 hartree
Charge ... 0
Orbital gap ... 0.84 eV

> Which of these has the lowest calculated total energy?

C24H29BBr2CaCl4N3NaO14